{
  "formula": "C3H8NOP",
  "method": "wB97M-V/def2-TZVPD",
  "gap_ev": [7.42, 7.30],
  "homo_ev": [-6.42, -8.79],
  "s2": 2.02,
  "multiplicity": 3,
  "relative_energy_kj_mol": 322.33,
  "total_charge": 0,
  "species": ["C", "C", "C", "N", "O", "P", "H", "H", "H", "H", "H", "H", "H", "H"],
  "coordinates": [[2.15, -0.71, -0.16], [-1.99, -1.02, -0.32], [0.68, 1.55, 0.75], [2.13, 0.51, -0.45], [-0.89, -0.22, 0.27], [-0.91, 1.42, -0.06], [2.89, -1.46, -0.60], [1.67, -1.17, 0.82], [-2.84, -0.98, 0.35], [-1.73, -1.97, -0.47], [-2.31, -0.73, -1.23], [0.62, 1.02, 1.68], [1.15, 2.52, 0.79], [-0.63, 1.23, -1.36]],
  "nbo_charge": [-0.22, -0.24, -0.69, -0.17, -0.82, 0.90, 0.21, 0.21, 0.18, 0.18, 0.17, 0.20, 0.19, -0.10]
}

***

{
  "formula": "C14H21F2NO12P2",
  "method": "wB97M-V/def2-TZVPD",
  "gap_ev": 7.95,
  "smiles": "O=C1C=CC(=O)C(N(C(=O)F)C(=O)F)=C1.COP(=O)(OC)OC.COP(=O)(OC)OC",
  "homo_ev": -9.91,
  "total_charge": 0,
  "species": ["O", "C", "C", "C", "C", "O", "C", "N", "C", "O", "F", "C", "O", "F", "C", "H", "H", "H", "C", "O", "P", "O", "O", "C", "O", "C", "H", "H", "H", "H", "H", "H", "H", "H", "H", "C", "O", "P", "O", "O", "C", "O", "C", "H", "H", "H", "H", "H", "H", "H", "H", "H"],
  "coordinates": [[4.40, -5.42, -0.36], [3.96, -4.35, -0.68], [4.91, -3.22, -0.92], [4.45, -1.98, -0.89], [3.00, -1.75, -0.66], [2.60, -0.66, -0.35], [2.01, -2.93, -0.79], [0.60, -2.59, -0.85], [-0.05, -3.07, -2.00], [0.40, -3.11, -3.10], [-1.31, -3.47, -1.82], [-0.03, -3.05, 0.36], [-0.16, -4.16, 0.73], [-0.47, -2.04, 1.11], [2.49, -4.16, -0.81], [5.96, -3.41, -1.07], [5.09, -1.12, -1.02], [1.83, -5.01, -0.89], [-0.89, 4.48, -3.56], [0.38, 4.00, -3.10], [1.01, 2.55, -3.60], [2.47, 2.80, -3.39], [0.52, 2.73, -5.13], [1.31, 3.49, -6.03], [0.95, 0.89, -3.76], [0.62, 0.14, -2.57], [-1.40, 4.97, -2.73], [-0.73, 5.21, -4.34], [-1.52, 3.68, -3.94], [2.06, 4.09, -5.52], [0.66, 4.15, -6.60], [1.81, 2.81, -6.73], [-0.37, 0.44, -2.21], [1.35, 0.30, -1.79], [0.61, -0.91, -2.81], [-0.65, 0.27, 5.44], [-1.92, -0.32, 5.74], [-3.34, 0.30, 5.14], [-4.20, -0.91, 5.19], [-2.72, 0.63, 3.68], [-2.65, -0.41, 2.71], [-4.45, 1.53, 4.96], [-4.87, 2.21, 6.16], [-0.02, 0.22, 6.33], [-0.16, -0.31, 4.65], [-0.73, 1.30, 5.12], [-2.80, -1.39, 3.14], [-1.67, -0.37, 2.24], [-3.41, -0.22, 1.94], [-4.01, 2.67, 6.65], [-5.35, 1.51, 6.84], [-5.58, 2.98, 5.88]],
  "nbo_charge": [-0.46, 0.48, -0.22, -0.22, 0.49, -0.48, 0.10, -0.56, 0.98, -0.53, -0.30, 0.98, -0.49, -0.30, -0.21, 0.24, 0.25, 0.26, -0.25, -0.74, 2.43, -1.07, -0.84, -0.25, -0.71, -0.28, 0.19, 0.19, 0.19, 0.20, 0.18, 0.19, 0.17, 0.21, 0.20, -0.26, -0.74, 2.43, -1.07, -0.84, -0.25, -0.71, -0.27, 0.19, 0.19, 0.19, 0.20, 0.18, 0.19, 0.17, 0.19, 0.20]
}

***

{
  "formula": "C19H24MnN6O5",
  "method": "wB97M-V/def2-TZVPD",
  "gap_ev": [7.22, 7.02],
  "homo_ev": [-14.19, -14.21],
  "s2": 3.81,
  "multiplicity": 4,
  "total_charge": 2,
  "species": ["Mn", "C", "N", "C", "C", "N", "N", "C", "N", "N", "H", "H", "H", "H", "H", "H", "H", "H", "H", "H", "H", "C", "O", "C", "C", "C", "C", "C", "C", "O", "C", "O", "C", "H", "H", "H", "H", "H", "H", "H", "H", "H", "O", "C", "O", "C", "C", "C", "C", "C", "N", "H", "H", "H", "H"],
  "coordinates": [[1.00, 0.08, -0.66], [1.20, -4.63, -0.18], [0.75, -4.05, -1.45], [0.39, -4.96, -2.54], [0.67, -2.72, -1.56], [1.14, -1.89, -0.68], [0.01, -2.24, -2.68], [0.11, -0.97, -3.20], [-0.51, -0.77, -4.36], [0.81, -0.05, -2.59], [0.95, -5.68, -0.18], [0.67, -4.15, 0.65], [2.28, -4.53, -0.05], [0.95, -5.88, -2.41], [0.67, -4.55, -3.50], [-0.68, -5.20, -2.52], [1.74, -2.30, 0.02], [-0.59, -2.88, -3.16], [-1.02, -1.49, -4.83], [-0.57, 0.16, -4.75], [0.78, 0.86, -3.05], [0.78, 6.76, -1.67], [2.13, 6.30, -1.84], [2.41, 5.02, -1.65], [3.77, 4.68, -1.83], [4.17, 3.40, -1.62], [3.24, 2.38, -1.25], [3.69, 1.08, -0.97], [5.14, 0.70, -0.99], [2.90, 0.12, -0.65], [1.88, 2.75, -1.10], [0.94, 1.88, -0.74], [1.47, 4.06, -1.29], [0.81, 7.83, -1.88], [0.45, 6.60, -0.64], [0.12, 6.26, -2.37], [4.47, 5.46, -2.11], [5.21, 3.15, -1.76], [5.73, 1.38, -0.36], [5.53, 0.78, -2.01], [5.26, -0.32, -0.64], [0.43, 4.30, -1.14], [-2.52, -0.32, 0.92], [-1.36, -0.14, 0.72], [-0.82, -0.05, -0.51], [-0.33, -0.02, 1.80], [-0.63, 0.00, 3.14], [0.43, 0.12, 4.04], [1.73, 0.20, 3.56], [1.95, 0.17, 2.20], [0.93, 0.06, 1.34], [-1.66, -0.07, 3.45], [0.23, 0.14, 5.11], [2.57, 0.29, 4.24], [2.94, 0.23, 1.77]],
  "mulliken_charge": [-0.16, -1.12, 0.08, -1.18, 0.52, 0.03, -0.11, 0.57, -0.37, 0.14, 0.42, 0.39, 0.34, 0.42, 0.43, 0.34, 0.24, 0.32, 0.19, 0.22, 0.21, -0.81, -0.41, 0.78, -0.98, -1.41, 0.46, 1.34, -2.02, -0.41, 0.72, -0.51, -0.53, 0.25, 0.35, 0.34, 0.49, 0.49, 0.47, 0.48, 0.32, 0.54, -0.56, 0.25, -0.62, 0.71, -0.80, -0.31, -0.76, -0.24, 0.40, 0.56, 0.46, 0.47, 0.55]
}

***

Record-wise max |F| values, in eV/Å: 5.066, 6.249, 0.386